[1]
# C26H66N2O16

A 8-piece molecular cluster, C26H66N2O16 overall at a distorted geometry (ωB97M-V/def2-TZVPD, the Open Molecules 2025 dataset).

Cartesian coordinates (Å):
C 4.445 -2.055 -0.335
N 3.695 -1.203 -1.277
O 3.321 -0.107 -0.905
O 3.532 -1.641 -2.398
H 4.320 -1.711 0.679
H 5.476 -2.158 -0.656
H 4.015 -3.057 -0.363
C 0.353 0.406 -0.749
N -0.231 -0.188 0.463
O -1.260 -0.836 0.341
O 0.311 0.056 1.535
H 0.652 -0.412 -1.402
H 1.125 1.100 -0.472
H -0.408 0.895 -1.352
C -2.298 1.700 -4.570
O -1.954 0.420 -4.093
C -2.799 -0.043 -3.071
C -2.571 -1.511 -2.808
O -1.243 -1.817 -2.515
C -0.834 -3.125 -2.904
H -1.972 2.495 -3.885
H -3.363 1.833 -4.784
H -1.739 1.842 -5.498
H -3.852 0.097 -3.363
H -2.697 0.484 -2.111
H -2.957 -2.041 -3.694
H -3.201 -1.797 -1.953
H -1.165 -3.850 -2.150
H 0.256 -3.114 -2.937
H -1.188 -3.380 -3.908
C 1.939 6.192 2.696
O 0.671 5.710 2.374
C 0.592 4.329 2.207
C 1.167 3.821 0.900
O 0.313 4.197 -0.150
C 0.943 3.969 -1.401
H 1.795 7.166 3.154
H 2.573 6.334 1.807
H 2.483 5.498 3.350
H -0.438 3.996 2.340
H 1.117 3.786 3.020
H 1.269 2.733 0.949
H 2.107 4.372 0.757
H 0.228 4.126 -2.201
H 1.384 2.967 -1.428
H 1.783 4.678 -1.464
C 4.721 1.390 -3.358
O 3.870 2.492 -3.154
C 2.942 2.672 -4.230
C 1.948 1.557 -4.337
O 2.374 0.610 -5.317
C 1.541 -0.515 -5.307
H 5.456 1.428 -2.557
H 5.248 1.433 -4.320
H 4.152 0.462 -3.342
H 3.489 2.846 -5.169
H 2.458 3.621 -3.979
H 0.970 1.943 -4.668
H 1.849 1.057 -3.360
H 1.851 -1.221 -6.074
H 0.501 -0.235 -5.560
H 1.520 -0.989 -4.318
C -3.575 1.442 1.775
O -3.314 1.818 0.450
C -3.857 3.078 0.124
C -3.574 3.367 -1.313
O -4.239 2.528 -2.245
C -5.613 2.857 -2.392
H -3.135 0.455 1.900
H -4.652 1.338 1.980
H -3.149 2.165 2.481
H -3.424 3.880 0.732
H -4.945 3.061 0.327
H -2.514 3.106 -1.432
H -3.660 4.436 -1.544
H -6.174 2.558 -1.495
H -5.999 2.270 -3.220
H -5.753 3.935 -2.521
C 4.716 -4.514 3.082
O 3.898 -3.759 2.218
C 2.654 -3.480 2.772
C 1.778 -2.741 1.758
O 1.434 -3.494 0.643
C 0.298 -4.278 0.878
H 5.025 -3.888 3.929
H 5.601 -4.787 2.518
H 4.184 -5.387 3.471
H 2.640 -2.817 3.654
H 2.141 -4.431 2.985
H 2.308 -1.847 1.426
H 0.862 -2.406 2.259
H -0.638 -3.709 0.758
H 0.272 -4.631 1.915
H 0.232 -5.119 0.191
C -2.240 -2.389 3.356
O -1.568 -3.635 3.480
C -0.710 -3.733 4.563
C -1.394 -3.875 5.916
O -1.964 -2.672 6.367
C -2.926 -2.880 7.354
H -2.726 -2.125 4.290
H -2.918 -2.504 2.515
H -1.541 -1.593 3.060
H 0.053 -2.937 4.538
H -0.136 -4.658 4.428
H -0.641 -4.190 6.660
H -2.104 -4.710 5.799
H -3.285 -1.912 7.692
H -2.525 -3.443 8.212
H -3.784 -3.460 6.981

Values from the calculation:
Total energy = -63759.547 eV
ΔE to the lowest compared entry with this formula, charge and spin = 0.000 eV
SMILES = C[N+](=O)[O-].C[N+](=O)[O-].COCCOC.COCCOC.COCCOC.COCCOC.COCCOC.COCCOC
HOMO-LUMO gap = 9.63 eV

[2]
# C26H66N5O13P2

A 4-piece molecular cluster, C26H66N5O13P2 overall at a distorted geometry (ωB97M-V/def2-TZVPD, the Open Molecules 2025 dataset).

Cartesian coordinates (Å):
N 0.283 5.964 -0.321
C 0.509 4.833 -1.169
O 1.885 4.752 -1.452
C 2.058 3.804 -2.473
C 1.651 2.415 -2.001
N 0.188 2.437 -1.551
P -0.339 0.763 -1.061
P 1.490 -0.408 -0.791
O 2.193 -0.571 -2.057
O 0.888 -1.777 -0.226
O 2.375 0.186 0.380
C 0.090 3.507 -0.479
C -1.286 3.639 0.185
O -1.116 3.928 1.547
C -0.865 2.773 2.292
O -0.429 3.185 3.533
C -0.198 2.081 4.390
C 1.100 1.297 4.047
O 1.931 2.018 3.144
H 0.908 6.720 -0.575
H -0.657 6.321 -0.416
H -0.055 4.921 -2.118
H 3.095 3.758 -2.797
H 1.456 4.066 -3.355
H 1.802 1.689 -2.796
H 2.243 2.174 -1.121
H -0.351 2.669 -2.388
H -0.786 0.938 0.260
H -0.045 -1.901 -0.445
H 2.108 -0.120 1.257
H 0.879 3.298 0.242
H -1.857 4.459 -0.247
H -1.906 2.738 0.088
H -0.074 2.153 1.830
H -1.780 2.154 2.372
H -0.144 2.457 5.408
H -1.037 1.382 4.316
H 1.637 1.115 4.978
H 0.841 0.324 3.618
H 2.808 2.086 3.516
C 5.660 -0.870 1.127
O 4.830 -2.014 1.185
C 4.220 -2.363 -0.057
C 4.796 -3.649 -0.610
N 6.167 -3.460 -1.061
C 6.869 -4.693 -1.410
C 7.114 -5.719 -0.309
O 8.019 -5.293 0.690
C 7.459 -4.539 1.746
H 5.937 -0.616 2.149
H 6.577 -1.057 0.558
H 5.135 -0.019 0.682
H 4.311 -1.555 -0.784
H 3.165 -2.532 0.150
H 4.185 -3.973 -1.458
H 4.716 -4.412 0.177
H 6.689 -2.987 -0.335
H 7.843 -4.403 -1.811
H 6.325 -5.180 -2.225
H 7.581 -6.588 -0.779
H 6.182 -6.076 0.146
H 6.429 -4.840 1.959
H 7.487 -3.465 1.539
H 8.064 -4.718 2.635
C -4.892 -4.282 5.526
O -5.685 -3.197 5.082
C -6.474 -2.592 6.102
C -5.983 -1.194 6.407
N -4.683 -1.224 7.066
C -4.035 0.075 7.192
C -3.653 0.811 5.913
O -2.625 0.180 5.160
C -3.057 -0.834 4.272
H -4.465 -4.755 4.644
H -4.074 -3.955 6.178
H -5.495 -5.021 6.060
H -6.489 -3.209 7.004
H -7.497 -2.526 5.723
H -6.703 -0.697 7.062
H -5.956 -0.643 5.456
H -4.071 -1.845 6.552
H -3.121 -0.077 7.772
H -4.679 0.730 7.787
H -3.248 1.784 6.206
H -4.518 1.017 5.272
H -4.057 -0.633 3.878
H -3.043 -1.820 4.739
H -2.351 -0.860 3.436
C -2.491 3.549 -7.835
O -3.412 2.478 -7.828
C -3.099 1.429 -8.741
C -2.709 0.169 -8.001
N -1.423 0.328 -7.332
C -1.077 -0.752 -6.415
C -1.970 -0.973 -5.199
O -1.927 0.080 -4.243
C -2.802 1.164 -4.497
H -2.916 4.347 -7.226
H -1.522 3.262 -7.409
H -2.332 3.932 -8.846
H -2.314 1.737 -9.437
H -4.002 1.225 -9.321
H -2.639 -0.657 -8.713
H -3.519 -0.060 -7.296
H -1.430 1.201 -6.820
H -0.066 -0.554 -6.050
H -1.029 -1.686 -6.981
H -1.595 -1.857 -4.679
H -3.008 -1.191 -5.472
H -3.717 0.845 -5.000
H -2.321 1.949 -5.090
H -3.077 1.599 -3.531

Values from the calculation:
Total energy = -80667.467 eV
HOMO-LUMO gap = 6.84 eV
Total charge = +1